(1)
ORCA calculation (ωB97M-V/def2-TZVPD) on a structure of composition C13H7BeF3I2N2O4S in a non-equilibrium geometry.

As for the energy above the lowest of the compared OMol25 structures with the same formula, charge and spin: 6.97 kcal/mol. The HOMO energy is -8.777 eV. The value obtained for the HOMO-LUMO gap is 7.42 eV.

Geometry as ORCA input:
```
! wB97M-V def2-TZVPD RIJCOSX def2/J DEFGRID3
* xyz 0 1
Be -0.6643 -1.4592 1.8771
F 1.9514 1.6153 4.5843
C 2.2665 1.7478 3.2903
F 3.4860 2.3088 3.2341
F 1.4096 2.6173 2.7491
C 2.2452 0.4216 2.5755
C 3.3163 0.0103 1.8080
C 3.2656 -1.1860 1.0836
C 2.1021 -1.9168 1.1264
N 1.0749 -1.5379 1.8875
C 1.1187 -0.4106 2.6354
S -0.3885 -0.1756 3.4879
H 4.2016 0.6304 1.7615
H 4.1018 -1.5188 0.4871
H 1.9672 -2.8258 0.5536
O -2.5487 -2.1761 -0.3718
C -1.9135 -1.1114 -0.3853
O -1.1427 -0.7021 0.5569
C -2.0249 -0.2200 -1.5790
C -3.0496 -0.4296 -2.4945
C -3.1605 0.3781 -3.6174
C -2.2368 1.3878 -3.8409
C -1.2242 1.5591 -2.9188
C -1.0971 0.7906 -1.7836
N -0.2201 2.6265 -3.1663
O 0.6981 2.7195 -2.3821
O -0.4730 3.4348 -4.0341
H -3.7516 -1.2332 -2.3188
H -3.9639 0.2220 -4.3245
H -2.2915 2.0316 -4.7059
H -0.2993 0.9729 -1.0789
I -1.8594 -3.6402 1.5682
I -0.8957 -4.9309 3.7353
*
```

(2)
ORCA calculation (ωB97M-V/def2-TZVPD) on the molecule C13H7F9N2O in a non-equilibrium geometry.

The HOMO energy is -8.314 eV. The value obtained for the HOMO-LUMO gap is 7.11 eV. As for the structure (SMILES): O=C1CC(C(F)(F)C(F)(F)C(F)(F)C(F)(F)F)=Nc2ccccc2N1.

Geometry as ORCA input:
```
! wB97M-V def2-TZVPD RIJCOSX def2/J DEFGRID3
* xyz 0 1
O 0.5152 -1.0486 4.2360
C -0.1799 -0.4423 3.4968
N -1.4808 -0.4214 3.5414
C -2.3519 0.3071 2.5256
C -3.6792 0.7285 2.9136
C -4.4113 1.5201 2.1349
C -4.1304 1.7811 0.7414
C -3.0135 0.9500 0.2948
C -2.0243 0.3411 1.0823
N -1.0286 -0.1100 0.4861
C 0.3662 -0.2740 1.0785
C 0.7031 0.2433 2.2624
H 0.0523 1.3728 2.2506
H 1.7437 0.3564 2.5271
C 1.1669 -1.1031 0.1616
F 0.7149 -1.8880 -0.5361
F 2.0248 -1.4372 0.9386
C 1.9801 0.0419 -0.8566
F 1.8276 1.1476 -0.2697
F 3.3755 -0.2260 -0.7532
C 1.5085 -0.2241 -2.3500
F 2.4891 0.8026 -3.0127
F 1.8390 -1.3596 -2.7049
C 0.1684 0.3965 -2.5806
F -0.2917 1.0496 -1.8323
F -0.8530 -0.7275 -2.2378
F -0.2325 0.6243 -3.9833
H -2.7126 1.0655 -0.6139
H -4.8102 2.1949 0.1639
H -5.3391 1.9122 2.6646
H -3.6293 0.5891 4.1488
H -1.9235 -0.9044 4.1174
*
```

(3)
ORCA calculation (ωB97M-V/def2-TZVPD) on a structure of composition C13H8AuN7O8 in a non-equilibrium geometry.

As for the energy above the lowest of the compared OMol25 structures with the same formula, charge and spin: 34.90 kcal/mol. The HOMO energy (alpha / beta) is -14.943 / -14.940 eV. The value obtained for the HOMO-LUMO gap (alpha / beta) is 4.17 / 4.17 eV.

Geometry as ORCA input:
```
! wB97M-V def2-TZVPD RIJCOSX def2/J DEFGRID3
* xyz 2 1
Au -0.1617 0.0922 -0.1678
O -3.3736 -2.3492 0.4373
C -2.7240 -1.3586 0.2936
O -1.4827 -1.1981 0.5437
C -3.5053 -0.0871 -0.1602
C -4.8390 -0.0033 0.1744
C -5.5156 1.1856 -0.0720
C -4.8653 2.2831 -0.6120
C -3.5321 2.1768 -0.9526
C -2.8086 0.9616 -0.8042
O -1.6006 0.8944 -1.2627
N -2.8161 3.3612 -1.4600
O -3.5035 4.2010 -1.9564
O -1.6199 3.3830 -1.3073
N -6.9572 1.2852 0.3046
O -7.4589 2.3415 0.0623
O -7.4259 0.3125 0.8090
H -5.3563 -0.8408 0.6290
H -5.3920 3.2200 -0.7542
N 3.9401 1.5227 1.4562
C 3.9771 0.8512 2.6393
C 2.9459 -0.0310 2.6535
N 2.2684 0.1191 1.4621
C 2.8910 1.0867 0.7254
C 2.4068 1.5792 -0.5178
N 1.1487 1.3677 -0.9506
C 0.9937 2.0480 -2.1123
C 2.1713 2.6830 -2.4000
N 3.0386 2.3794 -1.4031
H 4.5919 2.2563 1.2076
H 4.7189 1.0467 3.3910
H 2.6280 -0.7435 3.3926
H 0.0542 2.0682 -2.6274
H 2.4232 3.3177 -3.2263
H 4.0077 2.6752 -1.3795
O 0.9021 -1.5706 1.8293
N 1.2448 -0.6988 1.0466
*
```

(4)
ORCA calculation (ωB97M-V/def2-TZVPD) on a structure of composition C13H8BrN5ORhSe2.

The HOMO energy is -12.470 eV. The value obtained for the HOMO-LUMO gap is 7.05 eV.

Geometry as ORCA input:
```
! wB97M-V def2-TZVPD RIJCOSX def2/J DEFGRID3
* xyz 1 1
Rh -0.2306 0.0545 0.3209
Se 0.1927 -3.5699 0.9528
Se -1.7286 -2.4375 1.6259
C -0.7586 -1.2728 2.8205
C -0.9251 -1.3715 4.1849
C -0.1621 -0.5606 5.0162
C 0.7601 0.2989 4.4493
C 0.8724 0.3565 3.0712
N 0.1114 -0.4034 2.2737
C 0.3212 -2.8552 -0.8143
C 0.7466 -3.6821 -1.8401
C 0.7946 -3.1768 -3.1270
C 0.3701 -1.8780 -3.3593
C -0.0392 -1.1178 -2.2852
N -0.0446 -1.5883 -1.0236
H -1.6282 -2.0894 4.5823
H -0.2820 -0.6155 6.0897
H 1.3843 0.9445 5.0496
H 1.5627 1.0252 2.5831
H 1.0116 -4.7091 -1.6310
H 1.1330 -3.8005 -3.9434
H 0.3585 -1.4518 -4.3515
H -0.3710 -0.0953 -2.4215
Br 2.1225 0.3316 0.1141
O -1.6922 1.3634 -0.5440
N -1.0923 1.8261 0.4840
C -1.2689 2.9858 1.0161
C -0.4941 3.2855 2.1823
N 0.1086 3.5002 3.1349
C -2.2130 3.9159 0.4804
N -2.9743 4.6600 0.0523
*
```

(5)
ORCA calculation (ωB97M-V/def2-TZVPD) on a structure of composition C13H8KN4O8 in a non-equilibrium geometry.

As for the energy above the lowest of the compared OMol25 structures with the same formula, charge and spin: 28.59 kcal/mol. The HOMO energy is -4.461 eV. The value obtained for the HOMO-LUMO gap is 5.90 eV.

Geometry as ORCA input:
```
! wB97M-V def2-TZVPD RIJCOSX def2/J DEFGRID3
* xyz -1 1
K 0.2866 0.3669 0.5341
O -1.7485 -0.6151 1.7050
C -2.0755 -0.5203 0.5042
O -1.4973 -1.0881 -0.4456
C -3.1031 0.5424 0.1434
C -4.4275 0.2609 0.0120
C -5.3246 1.2865 -0.3560
C -4.8910 2.5748 -0.5887
C -3.5416 2.8593 -0.4315
C -2.5588 1.8827 -0.0772
O -1.3258 2.0729 0.0226
N -3.1503 4.2296 -0.6865
O -2.1474 4.6743 -0.1548
O -3.9251 4.9346 -1.3284
N -6.7254 0.9880 -0.4979
O -7.4992 1.9086 -0.7362
O -7.1079 -0.1440 -0.2301
H -4.8022 -0.7380 0.1774
H -5.5813 3.3491 -0.8817
N 5.7332 -4.2774 0.6271
C 4.5201 -3.7438 0.3186
O 3.5456 -4.4359 0.1094
C 4.4746 -2.2544 0.1951
C 5.6032 -1.4478 0.0683
C 5.4312 -0.0778 -0.0437
C 4.1372 0.4247 -0.0178
N 3.0543 -0.3322 0.0970
C 3.2218 -1.6408 0.1924
H 5.7650 -5.2737 0.7620
H 6.4927 -3.7176 0.9680
H 6.5985 -1.8720 0.0267
H 6.2715 0.5911 -0.1551
H 3.9623 1.4903 -0.1012
H 2.3350 -2.2577 0.2693
*
```

(6)
ORCA calculation (ωB97M-V/def2-TZVPD) on a structure of composition C13H9BF4LiN3O8 in a non-equilibrium geometry.

As for the energy above the lowest of the compared OMol25 structures with the same formula, charge and spin: 0.00 kcal/mol. The HOMO energy is -2.611 eV. The value obtained for the HOMO-LUMO gap is 7.13 eV.

Geometry as ORCA input:
```
! wB97M-V def2-TZVPD RIJCOSX def2/J DEFGRID3
* xyz -2 1
Li -0.4283 2.8301 0.1560
O -2.0832 1.7701 -0.8293
C -2.8358 0.9562 0.0958
C -1.9622 0.4425 1.2346
C -2.0156 -0.8564 1.6583
C -1.0915 -1.3011 2.5893
C -0.2668 -0.3756 3.2471
C -0.2461 0.8869 2.6692
N -1.1001 1.2777 1.6883
H -1.4439 1.0582 -1.1756
H -3.1969 0.1037 -0.4788
H -3.6287 1.6294 0.4869
H -2.6768 -1.6005 1.2019
H -1.1107 -2.3227 2.9350
H 0.4895 -0.6030 3.9582
H 0.5387 1.6139 3.0029
O 2.2174 1.2000 0.3773
C 1.4807 0.9182 -0.6029
O 0.6489 1.7764 -1.0952
C 1.4403 -0.3938 -1.1804
C 2.3706 -1.3938 -0.8079
C 2.3490 -2.5954 -1.4869
C 1.4584 -2.8695 -2.5573
C 0.5784 -1.8471 -2.8825
C 0.2670 -0.7817 -1.8993
O -0.8958 -0.3672 -1.6448
N -0.2500 -1.9083 -4.0763
O -1.1065 -1.0443 -4.2070
O 0.0408 -2.9228 -4.7480
N 3.1435 -3.7049 -1.0226
O 3.1761 -4.7430 -1.7523
O 3.6826 -3.6375 0.0989
H 3.0865 -1.2319 -0.0018
H 1.3687 -3.8917 -3.0075
F 0.7875 4.4135 1.4199
B -0.3968 4.8202 2.0493
F -1.3724 4.4978 0.9953
F -0.4182 6.1713 2.3904
F -0.5979 4.0261 3.2018
*
```

(7)
ORCA calculation (ωB97M-V/def2-TZVPD) on a cluster of 2 separate species, C13H9F13O6S in total in a non-equilibrium geometry.

The HOMO energy is -11.015 eV. The value obtained for the HOMO-LUMO gap is 9.88 eV. As for the structure (SMILES): O=C1C=C(CCC(F)(F)C(F)(F)C(F)(F)C(F)(F)S(F)(F)(F)(F)F)C(=O)O1.O=C1OCCO1.

Geometry as ORCA input:
```
! wB97M-V def2-TZVPD RIJCOSX def2/J DEFGRID3
* xyz 0 1
O 7.4078 -1.8427 -0.7750
C 6.2666 -1.5748 -0.5831
C 5.1727 -1.6090 -1.5738
C 4.2094 -0.8188 -1.1096
C 3.0421 -0.3385 -1.9143
C 2.1649 0.7283 -1.2374
C 0.8857 0.1441 -0.6707
F 0.3625 1.0078 0.2251
F 1.2052 -0.9734 0.0379
C -0.1338 -0.3087 -1.7769
F -0.0654 -1.6551 -1.9184
F 0.2803 0.2325 -2.9577
C -1.6164 0.1283 -1.6582
F -2.2050 -0.0824 -2.8565
F -1.6001 1.4733 -1.4560
C -2.4642 -0.5063 -0.5071
F -3.3168 0.4640 -0.0657
F -1.6777 -0.8523 0.5446
S -3.5476 -2.0044 -0.9844
F -4.3346 -1.0755 -1.9769
F -2.5302 -2.4146 -2.1114
F -2.7916 -2.9652 0.0172
F -4.5636 -1.6428 0.1756
F -4.4733 -3.1972 -1.4107
C 4.5230 -0.5499 0.3158
O 3.8005 -0.1417 1.1614
O 5.8107 -0.9821 0.5706
H 5.2441 -2.0990 -2.5215
H 3.5090 0.1830 -2.7446
H 2.4745 -1.1472 -2.3523
H 1.9363 1.5335 -1.9197
H 2.6925 1.1592 -0.4006
C -1.8471 1.7278 2.9315
C -3.2281 1.4404 3.4828
O -3.4255 2.5280 4.3905
C -2.6327 3.5574 4.0012
O -2.6859 4.6532 4.4417
O -1.7721 3.1528 3.0345
H -1.7300 1.4120 1.8995
H -1.0513 1.2870 3.5345
H -4.0009 1.4790 2.7124
H -3.2942 0.4901 4.0057
*
```

(8)
ORCA calculation (ωB97M-V/def2-TZVPD) on a structure of composition C13H9F6N5O5RuS7 in a non-equilibrium geometry.

As for the energy above the lowest of the compared OMol25 structures with the same formula, charge and spin: 133.90 kcal/mol. The HOMO energy (alpha / beta) is -4.350 / -4.777 eV. The value obtained for the HOMO-LUMO gap (alpha / beta) is 5.58 / 5.97 eV.

Geometry as ORCA input:
```
! wB97M-V def2-TZVPD RIJCOSX def2/J DEFGRID3
* xyz -1 2
Ru -0.2160 -0.7366 0.8026
C -1.8406 3.1978 1.8918
C -1.7157 1.8719 1.1842
N -1.2218 0.8396 1.8142
N -0.9253 0.9987 3.1037
C -0.8454 -0.1176 3.7904
N -0.5185 -0.0065 5.1056
S -1.2076 -1.6920 3.1807
C -2.1984 1.7738 -0.1678
C -2.5786 2.9340 -0.8702
C -3.0052 2.9097 -2.1690
C -3.0899 1.6806 -2.8248
C -2.7317 0.5589 -2.1371
N -2.3181 0.5898 -0.8521
H -1.6515 3.0413 2.9464
H -2.8386 3.6212 1.7655
H -1.0981 3.8972 1.5000
H -0.0240 0.8271 5.3839
H -0.2511 -0.8681 5.5480
H -2.4907 3.8767 -0.3541
H -3.2619 3.8214 -2.6896
H -3.4145 1.6063 -3.8512
H -2.7379 -0.4336 -2.5613
O 4.5543 -5.6365 1.3885
C 3.6943 -4.7982 1.3296
S 3.8239 -3.1902 2.0576
C 2.2548 -2.5894 1.5744
C 1.4600 -3.4602 0.8415
S -0.1089 -3.1481 0.2929
S 2.1436 -5.0362 0.5150
S 1.8289 -1.0318 2.0760
F 2.5845 2.1685 -1.4063
C 1.3195 1.9815 -1.0668
F 1.2701 1.9332 0.2779
F 0.6413 3.0979 -1.4250
S 0.5174 0.3931 -1.8497
O -1.9625 -0.5688 -0.3600
O 0.9446 0.5561 -3.2385
N 1.4571 -0.6692 -1.0411
S 2.6425 -1.3089 -1.8972
O 3.4656 -0.3653 -2.5805
O 3.3093 -2.3225 -1.1381
C 1.7507 -2.3321 -3.2297
F 2.1353 -3.6099 -3.1140
F 2.0382 -1.9410 -4.4695
F 0.4170 -2.3136 -3.0766
*
```